15
Properties=species:S:1:pos:R:3 method="wB97M-V/def2-TZVPD" total_charge=+1 lumo_energy_ev="-4.59 / -8.06" multiplicity=2 s_squared=0.75 de_lowest_kj_mol=195.7 gap_ev="8.355 / 4.863" e_homo_ev="-12.949 / -12.923"
C -1.07 -0.61 0.55
S -0.74 1.00 -0.24
S -2.37 1.28 -1.39
H -1.73 -0.48 1.45
H -1.52 -1.26 -0.18
H -0.18 -1.13 0.84
H -2.72 0.04 -1.69
C 3.17 -1.58 1.92
C 2.27 -1.08 -0.22
N 2.10 -0.93 1.04
H 3.80 -2.22 1.27
H 3.74 -0.78 2.40
H 2.81 -2.08 2.84
H 1.49 -1.20 -1.01
H 3.25 -1.33 -0.54

17
Properties=species:S:1:pos:R:3 method="wB97M-V/def2-TZVPD" lumo_energy_ev="0.10 / 0.21" multiplicity=1 de_lowest_kj_mol=509.0 gap_ev="7.745 / 9.373" e_homo_ev="-7.645 / -9.162"
C 1.21 1.63 0.30
C -0.06 -1.48 0.83
C -0.17 0.96 -0.12
C -0.14 -0.54 -0.33
N -3.12 -1.78 -0.75
O -2.40 -0.78 -1.20
I 1.03 -1.42 -1.83
H 2.09 1.19 -0.32
H 1.35 1.29 1.40
H 1.13 2.69 0.03
H 0.85 -1.71 1.55
H -0.37 -2.47 0.54
H -0.84 -1.31 1.61
H -0.90 1.21 0.77
H -0.44 1.31 -1.08
H -2.70 -2.76 -0.86
H -3.50 -1.62 0.21

61
Properties=species:S:1:pos:R:3 method="wB97M-V/def2-TZVPD" smiles="CSCCCNC(=O)c1ccc(OC2CCN(CCc3ccccc3)CC2)cc1" lumo_energy_ev=0.68 multiplicity=1 de_lowest_kj_mol=12.1 gap_ev=8.872 e_homo_ev=-8.194
C -3.81 -1.75 1.49
H -4.58 -2.37 1.95
H -2.82 -2.13 1.75
H -3.90 -0.72 1.81
S -3.95 -1.86 -0.31
C -5.74 -1.57 -0.52
C -6.23 -0.21 -0.07
H -5.95 -0.02 0.97
H -7.32 -0.21 -0.12
C -5.72 0.96 -0.92
N -4.29 1.14 -0.84
C -3.71 1.65 0.28
O -4.36 2.05 1.23
C -2.22 1.69 0.26
C -1.49 1.86 -0.91
C -0.11 1.92 -0.89
C 0.57 1.79 0.31
C -0.16 1.63 1.49
C -1.53 1.59 1.46
H -2.10 1.49 2.38
H 0.38 1.55 2.42
O 1.91 1.82 0.47
C 2.77 2.12 -0.62
C 4.13 2.43 0.01
C 4.66 1.19 0.75
N 4.18 -0.03 0.13
C 4.81 -1.22 0.65
H 5.86 -1.32 0.33
C 4.03 -2.49 0.26
C 2.55 -2.23 0.20
C 1.85 -2.39 -0.99
C 0.50 -2.10 -1.06
C -0.18 -1.65 0.05
C 0.50 -1.51 1.25
C 1.85 -1.79 1.32
H 2.38 -1.67 2.26
H -0.02 -1.17 2.13
H -1.23 -1.41 -0.01
H -0.03 -2.23 -2.00
H 2.36 -2.75 -1.87
H 4.37 -2.86 -0.71
H 4.24 -3.26 1.00
H 4.80 -1.12 1.74
C 4.13 0.11 -1.31
C 2.90 0.97 -1.63
H 2.98 1.37 -2.64
H 2.02 0.34 -1.56
H 5.05 0.56 -1.72
H 4.01 -0.87 -1.77
H 5.77 1.23 0.78
H 4.30 1.20 1.78
H 4.82 2.72 -0.79
H 4.04 3.26 0.70
H 2.39 3.03 -1.12
H 0.42 2.07 -1.82
H -2.00 1.98 -1.86
H -3.71 0.59 -1.46
H -5.98 0.81 -1.97
H -6.18 1.88 -0.56
H -5.92 -1.72 -1.59
H -6.25 -2.36 0.04

14
Properties=species:S:1:pos:R:3 method="wB97M-V/def2-TZVPD" total_charge=-1 smiles="CC1=N[C@H]2ON[C@]1([O-])O2" lumo_energy_ev=4.11 multiplicity=1 de_lowest_kj_mol=212.0 gap_ev=7.755 e_homo_ev=-3.643
C -1.33 -1.04 -0.51
C -0.61 0.91 -0.10
C 0.61 -0.12 -0.31
C 2.03 0.25 -0.15
N 0.12 -1.28 -0.52
N -1.50 0.38 1.25
O -1.53 0.20 -1.04
O -0.43 2.13 -0.14
O -1.77 -0.97 0.85
H -1.88 -1.83 -1.01
H 2.28 0.98 -0.92
H 2.68 -0.62 -0.24
H 2.15 0.73 0.82
H -0.82 0.30 2.02

93
Properties=species:S:1:pos:R:3 method="wB97M-V/def2-TZVPD" total_charge=+2 lumo_energy_ev="-7.00 / -6.07" multiplicity=5 s_squared=6.04 de_lowest_kj_mol=32.6 gap_ev="5.968 / 6.922" e_homo_ev="-12.970 / -12.988"
C -8.39 -1.16 -1.74
C -8.13 0.07 -1.10
C -9.23 0.96 -1.00
C -10.49 0.57 -1.48
N -10.70 -0.61 -2.07
C -9.69 -1.46 -2.19
C -6.76 0.43 -0.72
C -5.55 0.76 -0.76
C -4.46 0.98 -1.70
C -3.35 0.09 -1.49
C -2.68 -0.32 -2.68
C -2.69 0.57 -3.77
C -3.63 1.62 -3.88
C -4.59 1.75 -2.87
Cr -2.16 0.59 0.28
P -0.64 0.02 2.83
H -9.14 1.96 -0.59
H -7.62 -1.89 -1.94
H -11.37 1.22 -1.42
H -9.92 -2.42 -2.69
H -5.53 2.31 -3.00
H -3.43 -0.60 -0.56
H -3.61 2.27 -4.75
H -1.95 -1.13 -2.66
C 1.08 0.64 3.25
C 1.44 1.02 4.68
H 1.30 1.51 2.62
H 1.78 -0.14 2.89
H 2.53 1.20 4.68
H 0.96 1.96 4.99
H 1.24 0.24 5.43
C -1.82 0.64 4.12
C -3.21 0.08 3.85
H -1.82 1.73 4.07
H -1.42 0.33 5.09
H -3.95 0.67 4.39
H -3.48 0.12 2.77
H -3.30 -0.97 4.17
C -0.45 -1.74 3.41
C -0.30 -2.08 4.91
H 0.44 -2.13 2.88
H -1.30 -2.28 2.98
H -0.53 -3.14 5.07
H 0.73 -1.93 5.26
H -0.96 -1.50 5.57
Br -1.07 0.75 -4.61
P -1.11 4.07 0.59
C -0.74 3.44 2.28
C -0.38 4.56 3.25
H 0.09 2.73 2.14
H -1.62 2.88 2.64
H -0.39 4.20 4.29
H 0.62 4.99 3.04
H -1.12 5.37 3.16
C 0.37 3.63 -0.42
C 0.70 4.64 -1.53
H 0.17 2.63 -0.85
H 1.23 3.55 0.27
H 1.57 4.26 -2.08
H -0.12 4.78 -2.24
H 0.96 5.61 -1.09
C -2.53 3.17 -0.09
C -3.65 4.21 -0.30
H -2.83 2.34 0.64
H -2.21 2.75 -1.06
H -4.45 3.78 -0.91
H -4.10 4.55 0.65
H -3.25 5.09 -0.82
N -0.46 -0.27 -0.39
S 0.37 -1.72 0.04
C 0.51 -3.05 -1.23
C 0.38 -2.75 -2.58
C 0.59 -3.75 -3.56
C 0.91 -5.05 -3.18
C 1.12 -5.35 -1.82
C 0.93 -4.34 -0.86
C 2.15 -1.25 0.00
C 3.09 -1.87 0.85
C 4.46 -1.58 0.78
C 4.94 -0.68 -0.19
C 4.02 -0.09 -1.07
C 2.65 -0.38 -0.98
H 0.26 0.46 -0.28
H 0.12 -1.73 -2.84
H 0.51 -3.49 -4.62
H 1.03 -5.84 -3.94
H 1.43 -6.36 -1.53
H 1.13 -4.57 0.19
H 2.75 -2.61 1.58
H 5.19 -2.04 1.46
H 6.00 -0.43 -0.28
H 4.36 0.60 -1.85
H 1.95 0.06 -1.69

58
Properties=species:S:1:pos:R:3 method="wB97M-V/def2-TZVPD" lumo_energy_ev=-0.53 multiplicity=1 gap_ev=10.072 e_homo_ev=-10.603
O 4.53 -1.86 1.31
C 5.46 -1.29 0.83
O 5.92 -1.53 -0.42
C 6.21 -0.21 1.65
F 6.76 -0.84 2.71
F 7.18 0.36 0.91
C 5.27 0.89 2.20
F 4.59 0.46 3.27
F 6.07 1.90 2.63
C 4.31 1.51 1.15
F 5.01 1.84 0.05
F 3.84 2.67 1.69
C 3.06 0.67 0.79
O 3.06 0.12 -0.29
B 1.78 0.48 1.73
O 1.80 -0.24 2.89
B 0.59 -0.87 3.16
O -0.37 -1.01 2.16
B -0.37 0.05 1.25
O 0.59 1.04 1.32
H 5.53 -0.87 -1.01
H 0.36 -1.32 4.23
H -1.19 0.05 0.43
C -0.55 -3.30 -1.67
Cl -0.44 -2.09 -2.95
Cl -0.38 -2.57 -0.07
H -1.52 -3.78 -1.73
H 0.24 -4.03 -1.81
C -1.47 3.87 -0.40
Cl -1.86 4.77 1.07
Cl -2.03 2.19 -0.32
H -1.96 4.33 -1.24
H -0.39 3.87 -0.52
C -4.25 3.95 -3.72
Cl -4.69 3.94 -5.43
Cl -2.67 4.71 -3.45
H -5.00 4.51 -3.17
H -4.20 2.93 -3.37
C -1.60 2.25 -6.26
Cl -1.89 1.14 -4.90
Cl -2.62 1.88 -7.65
H -1.84 3.25 -5.92
H -0.56 2.17 -6.55
C -2.27 -3.72 3.09
Cl -3.80 -2.84 2.98
Cl -1.55 -3.60 4.69
H -2.47 -4.77 2.88
H -1.59 -3.30 2.37
C -3.09 -1.11 7.68
Cl -3.37 0.33 8.66
Cl -2.41 -0.73 6.10
H -2.39 -1.75 8.21
H -4.03 -1.62 7.54
C -2.74 -2.45 -5.79
Cl -1.49 -3.24 -6.76
Cl -3.14 -3.37 -4.34
H -2.36 -1.48 -5.48
H -3.63 -2.34 -6.39

86
Properties=species:S:1:pos:R:3 method="wB97M-V/def2-TZVPD" total_charge=-1 lumo_energy_ev=1.26 multiplicity=1 de_lowest_kj_mol=115.4 gap_ev=5.910 e_homo_ev=-4.649
C 1.93 3.27 3.30
P 2.02 1.77 2.19
C 0.39 1.75 1.29
Nb 3.74 2.20 0.40
B 4.09 -0.06 -0.09
O 4.78 -0.89 0.79
O 3.62 -0.73 -1.25
S 5.45 2.91 -1.43
O 4.79 3.71 -2.43
O 6.46 3.68 -0.77
F 6.22 1.68 -2.18
H 0.96 3.36 3.76
H 2.17 4.12 2.69
H 2.67 3.19 4.09
H 0.58 1.71 0.24
H -0.12 2.67 1.54
H -0.23 0.93 1.60
H 5.04 2.02 1.69
H 3.63 4.04 0.64
H 2.40 2.17 -0.85
H 5.61 -1.17 0.39
H 2.75 -1.07 -1.00
C -0.64 -1.00 -0.86
O 0.03 -1.05 0.15
N -0.05 -0.76 -2.08
N -2.00 -1.17 -0.88
H -0.54 -0.70 -2.95
H 0.95 -0.63 -2.07
H -2.46 -1.34 0.00
H -2.56 -1.11 -1.72
C 5.93 -4.51 0.48
O 6.72 -3.93 1.20
N 4.92 -3.87 -0.17
N 6.00 -5.87 0.27
H 4.27 -4.34 -0.77
H 4.82 -2.87 -0.04
H 6.74 -6.36 0.73
H 5.37 -6.37 -0.32
C -0.20 2.77 -3.61
O -1.32 2.51 -3.22
N 0.11 3.97 -4.21
N 0.84 1.90 -3.48
H 1.03 4.21 -4.53
H -0.63 4.63 -4.31
H 0.65 1.03 -3.03
H 1.78 2.09 -3.80
C -3.54 -4.68 -0.40
O -4.28 -3.73 -0.19
N -2.33 -4.53 -1.01
N -3.87 -5.96 -0.04
H -1.71 -5.29 -1.20
H -2.07 -3.60 -1.28
H -4.75 -6.10 0.42
H -3.28 -6.75 -0.20
C -8.41 -2.97 0.85
O -9.50 -3.10 1.37
N -8.07 -1.86 0.13
N -7.43 -3.91 0.94
H -7.17 -1.73 -0.31
H -8.76 -1.14 0.03
H -7.64 -4.74 1.46
H -6.52 -3.82 0.52
C 0.21 5.89 -0.66
O 0.22 5.65 0.53
N -0.74 6.71 -1.23
N 1.12 5.37 -1.54
H -0.78 6.92 -2.21
H -1.42 7.11 -0.61
H 1.83 4.76 -1.19
H 1.10 5.56 -2.52
C -6.89 -4.67 -3.38
O -7.82 -4.36 -4.10
N -6.88 -4.47 -2.03
N -5.75 -5.26 -3.88
H -6.12 -4.72 -1.44
H -7.69 -4.04 -1.62
H -5.72 -5.42 -4.87
H -4.97 -5.52 -3.31
C 3.61 4.19 6.85
O 3.03 3.48 6.06
N 4.87 3.89 7.32
N 3.07 5.35 7.33
H 5.37 4.46 7.96
H 5.29 3.05 6.97
H 2.15 5.60 7.00
H 3.53 5.96 7.98

14
Properties=species:S:1:pos:R:3 method="wB97M-V/def2-TZVPD" smiles="c1cn[nH]c1.C=P" lumo_energy_ev=0.52 multiplicity=1 de_lowest_kj_mol=276.1 gap_ev=8.980 e_homo_ev=-8.464
C -0.87 -0.92 1.03
C -0.99 0.27 1.75
C -0.75 -0.48 -0.33
C 1.49 0.42 -1.27
N -0.97 1.28 0.86
N -0.79 0.86 -0.39
P 2.44 -0.94 -1.17
H -0.66 -1.97 1.23
H -1.32 0.24 2.78
H -0.73 -1.14 -1.21
H 1.90 1.26 -0.78
H 0.73 0.62 -1.87
H 1.36 -1.80 -1.70
H -0.83 2.30 1.10

16
Properties=species:S:1:pos:R:3 method="wB97M-V/def2-TZVPD" lumo_energy_ev=0.36 multiplicity=1 de_lowest_kj_mol=814.3 gap_ev=10.108 e_homo_ev=-9.750
C 1.59 0.53 -0.58
C -0.45 0.88 0.59
C -1.50 0.41 -0.39
C -2.46 -0.28 0.23
H 2.08 -1.93 1.10
H 1.85 1.08 -1.41
H -0.63 1.86 1.25
H -0.31 0.21 1.42
H -1.44 1.37 -1.18
H -2.03 -0.77 1.21
H -3.67 -0.31 0.13
H -0.72 -1.32 -0.15
N 2.11 -0.55 -0.39
N -1.50 -0.97 -0.74
O 1.36 -1.14 0.58
O 0.83 1.30 0.22

44
Properties=species:S:1:pos:R:3 method="wB97M-V/def2-TZVPD" lumo_energy_ev=-0.06 multiplicity=1 de_lowest_kj_mol=74.7 gap_ev=7.010 e_homo_ev=-7.071
Pt 0.69 0.35 0.10
O -1.72 -3.24 -1.00
C -1.83 -3.70 0.27
C -2.74 -4.71 0.52
C -2.88 -5.24 1.79
C -2.06 -4.78 2.82
C -1.17 -3.76 2.60
C -1.05 -3.16 1.33
C -0.22 -2.01 1.12
O -0.22 -1.43 -0.08
N 0.47 -1.46 2.13
N 1.04 -0.31 1.85
C 1.71 0.36 2.82
C 2.31 1.62 2.67
C 2.95 2.21 3.80
C 3.57 3.43 3.73
C 3.64 4.12 2.52
C 3.04 3.59 1.40
C 2.33 2.38 1.43
O 1.74 2.02 0.33
H -1.07 -2.50 -0.96
H -3.32 -5.08 -0.30
H -3.61 -6.01 1.97
H -2.14 -5.23 3.80
H -0.55 -3.37 3.40
H 1.78 -0.14 3.78
H 2.92 1.67 4.73
H 4.00 3.88 4.62
H 4.17 5.06 2.45
H 3.08 4.10 0.45
O -0.06 1.04 -1.75
S 0.21 0.69 -3.18
C 0.07 2.36 -3.97
C -1.16 2.36 -4.85
C -2.18 1.46 -4.17
C -1.44 0.18 -3.84
H 0.99 2.58 -4.51
H -0.03 3.03 -3.12
H -0.92 1.95 -5.84
H -1.53 3.37 -4.98
H -3.04 1.27 -4.81
H -2.55 1.93 -3.25
H -1.24 -0.41 -4.74
H -1.93 -0.45 -3.10